# 1
69
Properties=species:S:1:pos:R:3:forces:R:3:mulliken_charge:R:1 method="wB97M-V/def2-TZVPD" homo_lumo_gap_ha=0.176 charge=+3 homo_energy_ev=-15.7088 lumo_ev=-10.9248
Sn 0.094 0.738 0.111 0.2 -0.1 0.8 1.44
O -3.338 3.905 -1.106 -0.5 0.6 -0.1 -0.39
C -2.455 3.184 -0.491 0.5 -0.6 -0.1 0.02
O -1.808 2.281 -1.007 0.0 -0.2 -0.2 -0.32
C -2.248 3.547 0.945 -0.1 0.2 0.3 0.39
C -2.939 4.568 1.596 0.2 -0.2 -0.1 -0.55
C -2.594 4.847 2.911 0.1 -0.1 0.0 -0.73
C -1.594 4.102 3.528 0.0 -0.2 -0.3 -0.80
C -0.992 3.074 2.803 -0.3 0.3 -0.1 0.89
N -1.314 2.816 1.539 0.1 -0.2 -0.1 0.06
C 0.074 2.151 3.314 -0.2 0.0 -0.4 0.35
O 0.412 2.162 4.568 0.3 -0.1 0.4 -0.42
O 0.611 1.373 2.537 0.1 -0.2 -0.1 -0.32
H -3.462 3.718 -2.056 0.2 -0.2 0.3 0.41
H -3.708 5.123 1.080 0.0 0.1 0.0 0.53
H -3.095 5.635 3.452 0.0 0.1 0.0 0.48
H -1.302 4.336 4.541 0.0 0.0 0.1 0.25
H -0.042 2.799 5.142 0.0 -0.1 -0.2 0.32
C -2.059 -2.005 -1.811 -0.1 0.1 0.1 -1.27
C -1.158 -1.936 -2.979 0.1 0.1 -0.5 0.32
C -1.492 -2.413 -4.214 -0.4 -0.1 0.6 -0.88
C -0.596 -2.360 -5.293 0.2 0.2 0.5 -0.59
C 0.725 -1.937 -5.122 0.5 0.2 0.1 -0.60
C 1.158 -1.422 -3.927 -0.3 0.0 -0.3 0.63
C 2.544 -0.976 -3.702 0.2 0.3 0.0 -1.70
C 0.169 -1.218 -2.787 0.1 -0.2 0.0 1.38
N 0.723 -1.493 -1.482 0.0 -0.1 0.0 -0.01
C 1.284 -2.570 -1.089 -0.3 0.5 -0.5 1.25
C 1.544 -3.792 -1.893 -0.1 0.0 -0.2 -2.00
C 1.711 -2.524 0.334 -0.1 0.5 1.1 0.26
C 2.612 -3.560 0.896 0.2 -0.2 0.1 -1.80
N 1.252 -1.553 1.039 -0.4 0.2 -1.2 0.54
C 1.672 -1.384 2.361 0.7 0.1 1.6 -0.27
C 2.959 -0.884 2.648 -0.7 -0.2 -0.3 1.25
C 3.906 -0.430 1.579 0.1 0.0 0.0 -1.89
C 3.319 -0.726 3.977 -0.2 -0.1 0.1 -0.80
C 2.433 -1.030 4.996 -0.2 0.0 -0.2 -0.94
C 1.149 -1.475 4.698 0.3 0.1 0.1 -1.01
C 0.748 -1.654 3.388 0.3 0.1 -0.5 1.26
C -0.625 -2.126 3.022 0.1 0.1 0.0 -1.24
H -3.092 -2.161 -2.112 -0.1 0.0 0.0 0.57
H -1.976 -1.094 -1.203 -0.1 -0.2 -0.1 0.03
H -1.777 -2.851 -1.176 0.1 0.0 0.0 0.31
H -2.464 -2.859 -4.371 -0.1 0.0 0.0 0.57
H -0.930 -2.669 -6.272 0.0 -0.1 -0.1 0.53
H 1.414 -2.018 -5.952 0.0 0.1 -0.1 0.60
H 2.994 -0.578 -4.610 0.0 0.0 0.0 0.58
H 3.159 -1.837 -3.423 0.0 -0.1 0.1 0.30
H 2.608 -0.244 -2.897 0.0 0.0 -0.1 0.26
H 1.105 -3.717 -2.886 0.0 -0.1 0.0 0.18
H 1.134 -4.667 -1.388 0.0 -0.1 0.0 0.58
H 2.618 -3.969 -1.996 0.0 0.0 0.0 0.47
H 2.640 -4.466 0.304 0.0 -0.1 0.0 0.50
H 2.305 -3.797 1.916 0.0 0.0 0.0 0.43
H 3.629 -3.171 0.969 0.1 0.0 0.0 0.30
H 3.477 -0.494 0.573 0.2 0.0 0.1 0.20
H 4.823 -1.018 1.619 0.1 0.0 -0.2 0.43
H 4.192 0.607 1.767 0.0 0.0 -0.1 0.47
H 4.305 -0.355 4.209 0.1 0.1 0.1 0.54
H 2.730 -0.887 6.022 0.0 0.0 0.2 0.48
H 0.458 -1.686 5.497 -0.1 -0.1 0.1 0.49
H -1.280 -2.147 3.887 -0.1 0.0 0.0 0.46
H -0.596 -3.133 2.605 -0.1 -0.1 -0.1 0.31
H -1.052 -1.457 2.257 -0.1 -0.2 0.1 0.12
C -0.686 0.874 -3.737 -0.2 0.5 -0.4 -0.80
O -0.082 0.194 -2.642 0.1 -0.6 0.0 -0.39
H -0.130 0.727 -4.665 0.0 0.0 0.1 0.32
H -0.638 1.923 -3.456 -0.1 0.0 -0.2 0.34
H -1.728 0.576 -3.879 0.1 0.0 0.1 0.29

# 2
72
Properties=species:S:1:pos:R:3:forces:R:3:mulliken_charge:R:1 method="wB97M-V/def2-TZVPD" multiplicity=2 homo_lumo_gap_ha="0.280 / 0.244" charge=+1 homo_energy_ev="-10.2920 / -10.2878" lumo_ev="-2.6650 / -3.6367"
Ru -0.263 -0.146 0.029 0.2 0.1 -1.7 -0.60
N 3.377 -4.181 4.768 0.0 0.0 -0.1 -0.50
C 2.229 -3.693 4.199 0.0 0.0 0.0 1.01
C 1.223 -4.568 3.766 0.0 0.0 0.0 -0.91
C 0.080 -4.079 3.169 0.1 0.0 -0.1 -0.46
C -0.073 -2.708 2.987 0.0 -0.2 0.0 -0.76
C 0.909 -1.828 3.419 0.0 0.0 0.1 0.02
C 2.052 -2.315 4.018 0.0 0.0 0.0 -0.55
S -1.507 -2.114 2.199 -0.4 0.3 0.3 1.41
O -2.582 -3.038 2.376 0.1 -0.1 -0.2 -0.73
O -1.683 -0.739 2.617 0.0 -0.1 0.1 -0.67
N -1.035 -1.994 0.633 0.2 0.0 0.5 -0.01
C -1.744 -2.201 -0.497 0.1 -0.1 0.1 0.41
N -2.698 -3.091 -0.725 0.0 0.1 -0.1 -0.62
C -3.253 -3.022 -1.928 0.0 0.1 -0.1 -0.31
C -2.886 -2.088 -2.900 0.0 -0.2 0.1 -0.80
C -1.876 -1.212 -2.574 0.4 0.1 -0.2 -0.03
N -1.280 -1.278 -1.386 -0.6 -0.3 0.0 0.13
H 3.407 -5.142 5.057 0.0 0.0 0.0 0.21
H 3.989 -3.553 5.255 0.0 0.0 0.0 0.20
H 1.344 -5.634 3.911 0.0 0.0 0.0 0.34
H -0.701 -4.754 2.845 0.0 0.0 0.0 0.49
H 0.761 -0.765 3.285 0.0 0.0 0.0 0.35
H 2.823 -1.631 4.356 0.0 0.0 0.0 0.32
H -4.037 -3.743 -2.130 0.0 0.0 0.0 0.43
H -3.358 -2.060 -3.869 0.0 0.0 0.0 0.40
H -1.511 -0.466 -3.271 0.0 0.0 0.0 0.49
C 0.500 3.168 -2.681 -0.1 0.0 0.0 -1.01
C 1.848 2.990 -2.976 0.1 0.0 0.0 -0.56
C 2.530 1.917 -2.442 -0.1 0.0 0.0 -1.24
C 1.864 1.021 -1.606 0.2 -0.2 0.0 0.97
N 0.552 1.208 -1.330 0.1 -0.1 0.1 0.63
C -0.110 2.250 -1.857 0.1 0.0 -0.1 -0.52
C 2.469 -0.165 -0.979 -0.1 0.2 -0.2 0.86
C 3.821 -0.480 -1.130 0.0 -0.1 0.0 -0.76
C 4.313 -1.645 -0.572 -0.1 0.0 0.0 -1.11
C 3.446 -2.495 0.109 0.1 0.0 0.0 -0.82
C 2.106 -2.172 0.264 -0.1 0.1 0.1 -0.01
C 1.587 -0.982 -0.249 -0.1 0.1 0.0 1.07
H -0.069 3.992 -3.087 0.0 0.0 0.0 0.47
H 2.360 3.683 -3.632 0.0 0.0 0.0 0.47
H 3.572 1.759 -2.673 0.0 0.0 0.0 0.47
H -1.158 2.329 -1.602 0.0 0.0 0.0 0.49
H 4.492 0.167 -1.681 0.0 0.0 0.0 0.40
H 5.358 -1.903 -0.685 0.0 0.0 0.0 0.42
H 3.824 -3.419 0.529 0.0 0.0 0.0 0.46
H 1.456 -2.852 0.800 0.0 0.0 0.0 0.55
C 4.943 1.782 1.887 0.0 0.0 0.0 -1.47
C 3.933 0.910 2.621 0.0 0.0 0.0 0.22
C 2.631 1.641 2.938 0.1 -0.1 0.0 -0.86
S 1.743 1.979 1.406 0.2 -0.1 -0.1 0.87
O 0.557 1.007 1.485 -0.2 0.3 0.7 -0.48
C 1.019 3.613 1.671 -0.2 0.0 0.1 -1.19
C -0.281 3.613 2.467 0.0 0.0 0.0 -0.12
C -0.109 3.361 3.959 0.0 0.0 0.0 -1.18
H 5.834 1.211 1.629 0.0 0.0 0.0 0.42
H 5.256 2.627 2.505 0.0 0.0 0.0 0.40
H 4.530 2.178 0.956 0.0 0.0 0.0 0.24
H 4.356 0.571 3.569 0.0 0.0 0.0 0.51
H 3.707 0.013 2.036 0.0 0.0 0.0 -0.17
H 2.795 2.579 3.468 0.0 0.0 0.0 0.67
H 1.943 1.022 3.515 0.0 0.1 0.0 0.06
H 0.862 4.002 0.663 0.0 0.0 0.0 0.39
H 1.806 4.207 2.141 0.0 0.0 0.0 0.64
H -0.947 2.858 2.045 0.0 0.0 0.0 -0.09
H -0.753 4.583 2.299 0.0 0.0 0.0 0.53
H 0.182 2.329 4.159 0.0 0.0 0.0 0.19
H -1.046 3.536 4.485 0.0 0.0 0.0 0.41
H 0.642 4.025 4.393 0.0 0.0 0.0 0.34
N -3.216 1.211 0.441 0.1 0.0 0.0 -0.05
C -2.158 0.775 0.274 0.0 0.1 0.4 -0.02
H -4.120 1.523 0.733 0.0 0.0 0.0 0.26

# 3
73
Properties=species:S:1:pos:R:3:forces:R:3:mulliken_charge:R:1 method="wB97M-V/def2-TZVPD" homo_lumo_gap_ha=0.266 charge=0 homo_energy_ev=-7.9096 lumo_ev=-0.6743
Sn -0.889 -0.155 -1.983 -0.2 -0.2 0.1 0.96
C 0.746 -3.215 -1.908 0.0 0.0 0.0 -1.35
C 1.737 -2.108 -1.700 0.0 0.0 0.0 0.66
C 3.113 -2.363 -1.542 0.0 0.0 0.0 -0.92
C 3.983 -1.327 -1.358 0.0 0.1 0.0 -1.12
C 3.515 0.006 -1.361 0.0 -0.1 0.0 1.29
C 4.313 1.161 -1.199 0.1 0.0 0.0 -0.05
Br 6.182 1.003 -0.926 0.0 0.0 0.0 -0.22
C 3.751 2.403 -1.232 -0.1 0.0 0.0 -0.30
C 2.367 2.556 -1.430 -0.1 0.0 0.0 -0.14
Br 1.626 4.287 -1.459 0.0 0.0 0.0 -0.15
C 1.521 1.475 -1.585 0.0 0.2 0.1 1.19
O 0.222 1.582 -1.738 0.1 0.0 -0.2 -0.87
C 2.130 0.184 -1.536 0.0 -0.1 0.0 -0.88
N 1.284 -0.872 -1.664 0.0 -0.1 0.0 0.67
H 1.248 -4.166 -2.070 0.0 0.0 0.0 0.50
H 0.126 -2.993 -2.779 0.0 0.0 0.0 0.24
H 0.095 -3.316 -1.036 0.0 0.0 0.0 0.05
H 3.467 -3.385 -1.564 0.0 0.0 0.0 0.52
H 5.039 -1.515 -1.217 0.0 0.0 0.0 0.35
H 4.366 3.283 -1.105 0.0 0.0 0.0 0.45
C -0.706 2.951 2.866 -0.1 0.0 0.0 -1.86
C -1.684 1.790 3.047 0.1 -0.2 -0.1 1.42
C -1.811 1.444 4.528 -0.1 0.2 0.0 -1.42
C -3.055 2.195 2.508 0.0 0.1 0.0 -1.93
Sb -0.924 0.189 1.712 0.0 0.0 0.1 0.86
C -2.370 -1.479 1.955 0.2 0.1 0.1 1.51
C -1.774 -2.716 1.283 -0.1 0.0 0.0 -1.49
C -2.759 -1.808 3.393 0.0 -0.1 -0.1 -1.68
C -3.604 -1.059 1.155 -0.1 -0.1 0.0 -1.59
C 1.007 -0.440 2.629 -0.3 0.1 -0.1 2.00
C 1.058 -0.495 4.151 0.1 -0.1 0.0 -1.80
C 2.018 0.587 2.110 0.1 -0.1 0.0 -2.12
C 1.366 -1.812 2.060 0.1 0.1 0.0 -1.93
H -1.101 3.843 3.370 0.0 0.0 0.0 0.49
H -0.557 3.203 1.812 0.0 0.0 0.0 0.37
H 0.269 2.733 3.305 0.0 0.0 0.0 0.30
H -2.203 2.321 5.062 0.0 -0.1 0.0 0.50
H -0.859 1.188 4.982 0.1 0.0 0.0 0.20
H -2.500 0.622 4.704 0.0 0.0 0.0 0.17
H -3.378 3.120 3.004 0.0 0.0 0.0 0.50
H -3.811 1.437 2.715 0.0 0.0 0.0 0.32
H -3.038 2.386 1.432 0.0 0.0 0.0 0.33
H -0.924 -3.118 1.827 0.0 0.0 0.0 0.31
H -1.456 -2.500 0.259 0.0 0.0 0.0 -0.03
H -2.536 -3.504 1.229 0.0 0.0 0.0 0.60
H -1.887 -2.010 4.021 0.0 0.0 0.0 0.23
H -3.394 -2.704 3.407 0.0 0.0 0.0 0.46
H -3.332 -1.001 3.848 0.0 0.0 0.0 0.34
H -3.357 -0.852 0.112 0.0 0.0 0.0 0.20
H -4.089 -0.173 1.564 0.0 -0.1 0.0 0.28
H -4.341 -1.874 1.163 0.0 0.0 0.0 0.48
H 1.002 0.499 4.592 0.0 0.0 0.0 0.38
H 2.018 -0.931 4.464 -0.1 0.0 0.0 0.47
H 0.261 -1.111 4.575 0.0 0.0 0.0 0.26
H 1.860 1.575 2.543 0.0 0.0 0.0 0.23
H 1.977 0.691 1.022 0.0 0.0 0.1 0.62
H 3.036 0.267 2.374 0.0 0.0 0.0 0.52
H 0.799 -2.607 2.541 0.0 0.0 0.0 0.38
H 2.430 -2.012 2.242 0.0 0.0 0.0 0.58
H 1.201 -1.870 0.979 0.0 0.0 0.1 0.32
F -1.172 2.396 -8.409 0.0 0.0 0.0 -0.31
C -0.962 1.653 -7.318 0.0 0.0 -0.1 0.75
C -1.610 1.947 -6.137 -0.1 0.1 0.0 -0.24
F -2.458 2.975 -6.074 0.0 0.0 0.0 -0.30
C -1.378 1.167 -5.024 0.0 0.0 0.1 0.64
F -2.010 1.472 -3.862 0.0 0.0 -0.1 -0.27
C -0.502 0.081 -5.013 0.0 0.1 0.0 -0.03
O -0.277 -0.644 -3.934 0.1 0.2 -0.2 -0.60
C 0.133 -0.186 -6.229 0.0 -0.1 0.1 0.19
F 0.990 -1.213 -6.303 0.0 0.0 0.0 -0.33
C -0.091 0.579 -7.356 0.0 0.0 -0.1 0.12
F 0.540 0.286 -8.495 0.0 0.0 0.0 -0.30

Energy above the lowest of the compared OMol25 structures with the same formula, charge and spin in kcal/mol, matching the order above: 0.0, 2.1, 0.0